DFT (wB97M-V/def2-TZVPD) results for a molecular structure, C26H27ClN3O10S3Ta.

```
! wB97M-V def2-TZVPD RIJCOSX def2/J DEFGRID3
* xyz 0 1
Ta 0.488 0.001 0.072
N 0.913 -3.466 -2.660
C 0.961 -2.212 -3.416
C 0.651 -1.127 -2.418
O -0.441 -0.568 -2.342
O 1.560 -0.899 -1.519
H 1.573 -3.422 -1.889
H 1.185 -4.245 -3.247
H 0.183 -2.208 -4.176
H 1.929 -2.007 -3.886
O -4.190 4.249 0.288
C -3.241 4.903 0.949
O -3.416 6.014 1.380
C -1.917 4.237 1.082
C -0.833 4.837 1.684
N 0.185 3.961 1.616
N -0.154 2.827 1.010
C -1.424 2.971 0.685
C -2.080 1.802 0.059
O -3.206 1.849 -0.406
O -1.377 0.707 0.094
H -3.883 3.365 -0.026
H -0.742 5.812 2.132
H 1.139 4.100 1.912
S 2.128 -1.630 0.947
C 2.002 -1.772 2.679
C 2.803 -2.664 3.394
C 2.694 -2.746 4.770
C 1.785 -1.940 5.451
C 0.987 -1.054 4.750
C 1.094 -0.972 3.363
S 0.083 0.128 2.457
H 3.511 -3.286 2.861
H 3.319 -3.439 5.318
H 1.702 -2.003 6.528
H 0.278 -0.421 5.268
C 4.593 4.763 1.318
C 3.347 5.291 0.667
C 2.689 6.413 1.149
C 1.549 6.892 0.518
Cl 0.738 8.287 1.165
C 1.034 6.255 -0.592
C 1.671 5.120 -1.082
C 2.824 4.655 -0.466
O 3.549 3.581 -0.908
C 2.913 2.700 -1.803
C 1.832 1.897 -1.115
O 0.693 1.737 -1.580
O 2.136 1.283 -0.030
H 4.794 5.291 2.248
H 5.454 4.883 0.659
H 4.503 3.696 1.525
H 3.071 6.925 2.023
H 0.133 6.623 -1.062
H 1.243 4.612 -1.934
H 3.677 1.991 -2.120
H 2.507 3.203 -2.681
O -0.708 -1.746 0.023
S -1.821 -2.667 -0.445
C -2.777 -2.940 1.065
C -4.229 -2.923 0.615
C -4.366 -1.689 -0.279
C -3.134 -1.636 -1.188
H -2.535 -2.090 1.707
H -2.445 -3.862 1.536
H -4.899 -2.892 1.473
H -4.462 -3.832 0.053
H -4.400 -0.784 0.328
H -5.280 -1.724 -0.870
H -2.702 -0.643 -1.277
H -3.306 -2.028 -2.189
*
```

Values from the calculation:
LUMO   -0.01534 Eh
DFT total energy   -3635.6636 Eh
Kohn-Sham gap   7.3 eV
Energy relative to the best compared isomer or geometry (same formula, charge and spin)   23.90 kcal/mol

Mulliken atomic charge list, values in e, 4 entries:
1. Ta 1.673
2. N -0.518
3. C -0.927
4. C 1.067